Density functional theory data (ωB97M-V/def2-TZVPD) for C19H42N2O14VZr as an isolated structure in a non-equilibrium geometry.

Each line ends with the Mulliken charge.
Geometry (Å):
O 2.496 -1.682 -3.695  -0.4683
V 2.611 -1.277 -2.179  1.1381
O 4.169 -1.166 -1.695  -0.6525
Zr 0.733 0.409 1.357  1.1988
C -2.947 -2.243 -0.394  -0.9247
C -2.229 -1.554 0.800  -0.8904
O -1.148 -0.670 0.554  0.0065
H -3.999 -2.448 -0.193  0.4235
H -2.346 -3.108 -0.675  0.1649
H -3.005 -1.469 -1.160  0.1533
H -1.928 -2.312 1.522  0.3770
H -3.051 -1.002 1.256  0.3357
C 0.358 0.909 5.843  -1.4168
C -0.661 0.396 4.788  0.1409
C -2.073 1.220 4.985  -1.1186
O -0.124 0.293 3.453  -0.9687
H 1.361 0.525 5.657  0.3334
H -0.001 0.631 6.834  0.4426
H 0.520 1.987 5.838  0.2617
H -0.855 -0.607 5.166  0.2331
H -2.357 1.449 6.012  0.4481
H -2.958 0.625 4.759  0.3342
H -2.127 2.166 4.446  0.1225
C 1.626 1.760 -1.552  0.0858
O 2.180 0.856 -2.204  -0.7941
O 1.444 2.814 -2.151  -0.7657
O 1.150 1.470 -0.451  0.0688
C 2.573 -1.453 1.087  0.5679
O 2.822 -0.198 1.168  -0.5904
O 1.855 -1.280 0.106  0.8033
O 1.704 -1.521 1.943  -0.6288
C 3.243 2.334 2.446  -0.9804
O 1.823 2.209 2.186  0.2282
C 1.255 3.448 2.032  -0.7590
C -0.322 3.466 1.947  -1.0262
N -0.759 2.258 1.160  0.9507
C -2.245 2.417 1.148  -0.3753
C -2.783 3.364 0.028  -0.8734
O -2.174 3.179 -1.223  -0.3871
C -2.388 1.901 -1.785  -0.4160
H 3.621 1.401 2.865  0.1969
H 3.485 3.142 3.136  0.3343
H 3.704 2.490 1.471  0.3061
H 1.631 4.082 1.229  0.5224
H 1.375 4.070 2.919  0.5353
H -0.533 4.338 1.329  0.3589
H -0.777 3.658 2.918  0.4557
H -0.575 2.678 0.260  -0.0485
H -2.708 2.592 2.119  0.4409
H -2.582 1.417 0.873  -0.2215
H -2.471 4.354 0.359  0.4195
H -3.873 3.390 0.025  0.4613
H -1.776 1.108 -1.357  -0.0156
H -2.149 1.976 -2.846  0.1677
H -3.449 1.649 -1.766  0.4684
C 3.761 -4.460 -1.029  -0.9107
O 2.705 -3.742 -1.625  -0.1571
C 1.444 -4.367 -1.555  -0.6135
C 0.524 -3.717 -2.549  -0.8858
N 0.292 -2.318 -2.224  1.0258
C -0.884 -1.662 -2.815  0.0494
C -0.575 -0.763 -4.014  -0.6303
O -0.735 -1.324 -5.259  -0.4632
C -0.694 -0.400 -6.420  -0.8076
H 3.838 -5.540 -1.155  0.3446
H 3.735 -4.281 0.046  0.2701
H 4.583 -3.994 -1.572  0.2716
H 1.114 -4.290 -0.520  0.2761
H 1.556 -5.434 -1.746  0.5436
H -0.396 -4.296 -2.468  0.4379
H 0.920 -3.882 -3.551  0.2463
H 0.217 -2.126 -1.236  -0.3420
H -1.045 -0.873 -2.080  -0.9304
H -1.839 -2.187 -2.830  0.5276
H 0.318 -0.155 -3.870  0.4550
H -1.358 -0.005 -3.993  0.2456
H -0.784 -1.030 -7.305  0.2951
H 0.322 -0.038 -6.575  0.3082
H -1.380 0.444 -6.349  0.2794

Atomic forces in eV per Å
O 0.7 0.1 -0.3
V 1.2 2.7 2.3
O -2.2 -0.8 -1.1
Zr -0.7 -3.6 -0.2
C 1.1 1.2 0.2
C 0.0 0.7 0.6
O 1.0 0.3 -0.3
H 0.2 -0.5 0.5
H -0.4 -0.1 -0.6
H 0.2 -0.3 -0.4
H 0.1 -0.2 0.1
H -0.1 0.4 0.6
C 0.0 0.5 -0.8
C -0.1 0.8 -0.6
C 0.8 -1.0 -0.3
O -0.3 1.0 0.0
H -0.1 -0.5 0.0
H 0.1 0.0 0.1
H -0.4 0.3 -0.1
H -0.4 -0.4 -0.4
H 0.9 0.1 0.5
H 0.2 -0.3 -0.9
H 0.2 -0.1 -0.2
C -0.2 1.5 -3.9
O 2.7 -6.0 -2.2
O -0.4 2.4 0.6
O -2.4 -1.1 6.4
C -5.2 5.9 0.9
O 10.7 10.6 3.2
O -3.9 -6.5 -16.1
O -4.0 -8.1 11.5
C 0.4 -0.7 -0.5
O 0.8 -0.3 0.8
C -2.6 2.8 0.7
C 2.4 -0.5 -0.8
N -1.6 3.3 1.4
C -1.2 -2.5 -1.4
C 1.4 0.6 1.5
O -0.2 0.0 0.5
C -0.2 0.0 -0.9
H -0.4 0.0 -0.2
H -0.5 0.2 0.0
H 0.2 0.1 0.1
H 0.5 -0.8 -0.6
H 0.8 -0.1 0.4
H -0.1 0.2 0.2
H -0.1 -0.9 0.0
H 0.8 -0.9 -1.1
H 0.4 0.4 0.1
H -0.2 -0.2 0.1
H -0.1 0.4 -0.4
H -0.2 -0.5 -0.2
H 0.0 0.0 0.3
H 0.3 0.1 0.1
H -0.2 -0.2 0.4
C 0.7 1.3 -0.1
O -0.5 -0.3 -0.8
C 0.3 0.0 0.5
C -0.5 -0.4 0.7
N 0.1 0.0 -0.2
C 1.5 2.0 0.0
C -1.5 1.3 0.4
O 0.3 -0.5 -3.0
C 1.3 -1.6 1.3
H -0.8 -0.1 -0.6
H 0.4 0.2 0.1
H 0.7 -0.2 0.9
H -0.5 0.2 0.2
H 0.0 -0.2 -0.4
H -0.5 -0.1 -0.2
H 0.0 0.5 -0.1
H 0.0 -0.6 0.6
H -0.3 0.0 0.3
H 0.4 -0.6 -0.5
H 0.6 -0.5 0.0
H -0.5 0.5 0.5
H -0.9 0.0 0.1
H 0.2 0.5 0.6
H -0.3 -0.2 0.1

## Properties
2S+1: 1
E_LUMO, eV: 1.83
Total charge: -1
Energy, eV: -78992.3591